(1)
Density functional theory data (ωB97M-V/def2-TZVPD) for the ion CH5N2Si with charge +1 at a distorted geometry.

## Properties
- max |F| (eV/Å) = 4.19
- E_LUMO (alpha / beta) (eV) = -5.62 / -11.09
- energy relative to the best compared isomer or geometry (same formula, charge and spin) (kcal/mol) = 23.9
- charge = +1
- 2S+1 = 3
- expectation value of S² = 2.020

Last column: Mulliken spin population.
Element x y z (Å)
Si -0.11362 -0.74271 0.13496  0.519
N -2.75159 0.47767 -0.18961  0.411
N -1.89472 -0.21898 -0.10628  0.127
C 1.12929 0.63212 -0.10195  0.495
H -0.17357 -0.69199 1.60941  0.059
H 1.96237 0.01104 0.28734  0.001
H 0.86114 1.40255 0.67296  0.032
H 1.37684 1.00197 -1.13675  0.008
H -0.39614 -1.87168 -1.17009  0.347

Cartesian forces (eV/Å) of the 6 atoms listed first:
-3.9 -1.4 0.0
-2.1 1.8 -0.4
2.7 -2.6 0.9
3.7 1.6 -0.9
0.0 0.0 -0.1
0.0 0.3 -0.2

(2)
Density functional theory data (ωB97M-V/def2-TZVPD) for a structure of composition C55H60ClGe2O2S4Ti.

## Properties
- max |F| (eV/Å) = 0.74
- E_LUMO (eV) = -3.28
- energy relative to the best compared isomer or geometry (same formula, charge and spin) (kcal/mol) = 0.0
- charge = +1

Last column: Mulliken charge in e.
Element x y z (Å)
H 6.03139 5.36496 -0.07415  0.383
H 1.60159 -0.94942 5.54242  0.221
H 3.48377 5.53517 -2.84148  0.449
C -2.54022 1.57153 2.52438  -1.270
H 4.20230 0.06403 -2.44865  0.261
H -6.71650 -0.93902 1.56933  0.409
C -3.40861 1.33113 1.31358  0.132
H -0.22995 6.42925 0.05464  0.537
C 3.12312 5.21282 -1.87043  -1.120
H 1.68754 -4.56433 0.36418  0.253
H 3.84374 0.35857 5.21699  0.427
H -1.26358 -1.21290 -7.17974  0.382
C 5.69052 -0.31700 1.93487  1.655
C -0.88850 3.11366 -0.26531  0.338
C 3.52870 4.72977 0.43088  -0.948
H -2.29435 -0.04329 -6.34781  0.321
Ti 2.44949 -0.31001 -0.27253  0.131
O 4.25004 -0.24141 -1.53494  -0.218
H -6.27413 -1.72369 0.05554  0.257
C 1.79915 -4.80666 1.42277  -1.836
C 6.33843 0.38220 2.94344  -0.679
S 1.87524 1.51004 -1.81291  -0.597
C -1.06539 -3.41512 -0.47616  0.749
C -2.08859 -5.97843 -0.23691  -1.072
H -2.46660 -1.57351 1.54438  -0.062
C -1.80757 -3.30735 -2.88842  0.097
H -4.45128 1.99607 -3.08566  0.489
O 3.40326 1.32841 0.75362  0.270
H 2.50645 3.95044 2.69931  0.418
H -2.07160 0.63726 2.84346  -0.168
S 1.82295 -2.09892 -1.60786  -0.556
C 0.83116 5.04797 -2.87781  -1.482
H -2.48735 -6.98006 -0.14111  0.465
H -7.38867 -0.36333 0.03990  0.405
H -3.01365 -1.43627 -7.14667  0.335
H 3.38087 2.22019 0.35621  -0.017
H 2.72424 -0.86582 3.39679  0.250
H 0.30397 4.10810 -3.05551  0.210
C -2.87832 4.36824 0.30521  -0.154
H 5.15016 -0.13394 -1.19037  -0.079
H 4.16516 1.25382 1.35018  -0.008
H 1.46875 -5.83954 1.55206  0.434
C -3.84898 2.45133 -2.30075  -1.740
C -2.90607 -2.45884 -3.09532  0.721
H -3.13616 1.93900 3.36192  0.495
H -4.67608 -0.02047 2.38146  0.293
H -2.65578 6.48642 0.53054  0.467
C -2.19476 -5.30289 -1.44158  -0.023
C 4.37267 0.16626 4.29308  -1.124
H 4.38906 -2.04530 0.31406  0.954
C 1.54076 -3.38702 3.48185  0.030
C -4.48076 0.44607 1.42318  -0.557
H 6.17313 1.16176 4.92975  0.426
C 4.39177 -0.81048 2.06328  -1.355
C 3.69388 -1.50321 0.95280  -0.703
H 2.85758 -4.76376 1.67858  0.368
C -0.29839 -3.49022 1.94168  0.850
C -0.45928 -2.16655 3.93800  -0.594
S 0.42456 -0.18702 0.94590  -0.137
H -4.37137 -3.26598 -1.73756  0.426
H 1.19713 3.02378 1.95831  0.127
C 1.41714 -2.02481 5.60225  -1.597
H 0.53013 -4.72418 -2.77387  0.207
C 1.00026 -3.86858 2.29234  0.541
C 5.67664 0.62148 4.13553  -0.563
H 1.36557 5.31441 -3.78775  0.461
H 0.73253 -2.18800 6.43500  0.485
C -3.96092 -2.29875 -2.03380  -0.979
C -4.04943 1.73235 -0.99170  0.589
H -3.84248 -1.09839 -4.44754  0.414
C 0.82657 -2.53878 4.31667  0.308
H 5.59056 6.47798 -1.37003  0.383
C 4.01857 5.12095 -0.81036  0.735
C -2.16450 5.54754 0.31030  -1.147
S -1.34386 -0.08850 -1.83339  -0.112
H 2.35892 -2.52080 5.83324  0.361
H 4.20171 4.70256 1.28276  0.392
H 1.04051 -4.35292 -4.42587  0.438
H -2.67803 -5.76801 -2.29228  0.558
H -0.22509 -5.54338 -4.13017  0.358
C 3.74585 -0.52743 3.27285  1.155
H -2.91960 -1.74131 3.23973  0.500
H -3.55380 -1.82834 -1.13519  -0.140
C 1.68565 4.00149 1.98488  -1.482
H 0.07238 5.80962 -2.68872  0.319
H 2.93228 -2.19895 1.32117  -0.907
H 2.54250 -3.69491 3.76404  0.320
H -4.77554 -1.67422 -2.39742  0.434
C -0.99047 -2.77986 -5.08237  -1.226
Cl 6.56831 -0.54879 0.43076  -0.283
C -3.20727 1.98815 0.10164  1.326
H -1.75024 2.29637 2.33338  0.184
H -0.25492 -2.92308 -5.86663  0.382
H 5.92909 4.79597 -1.74396  0.342
C -6.49285 -0.75955 0.51849  -1.709
C -5.33136 0.18467 0.36361  0.692
H -3.03961 -3.12290 2.14303  0.432
C -5.08384 0.82394 -0.84929  -0.503
H -1.38567 -5.89780 1.78948  0.538
C 1.31300 4.48895 -0.46622  0.910
H 0.94893 4.71335 2.36182  0.387
H 7.35082 0.72893 2.78836  0.491
C -0.15372 4.32085 -0.23957  0.194
C -0.81092 5.51476 0.04391  -0.086
C -3.00132 -1.76616 -4.29118  -0.610
C -0.94967 -4.08709 0.74214  -1.349
C -2.03669 -1.89339 -5.28685  0.609
C 2.18235 4.41061 0.62111  -0.110
H -5.73795 0.63424 -1.69432  0.501
H -2.80387 2.42571 -2.61781  0.241
Ge -0.04584 1.41783 -0.80520  0.608
C -1.03657 -2.63599 2.76735  0.899
Ge -0.19083 -1.69935 -0.80805  1.021
C -1.46959 -5.37458 0.84445  0.082
C 1.77722 4.91906 -1.71532  1.043
H -1.03296 -1.50919 4.58401  0.481
C -2.44100 -2.24882 2.40491  -1.520
C -1.67796 -4.01989 -1.58342  -0.429
C -2.15386 -1.10355 -6.56254  -1.504
H -3.93857 4.36803 0.52631  0.554
C -0.87376 -3.51756 -3.90685  1.172
C 5.47300 5.45701 -1.00480  -1.586
C -2.26655 3.14711 0.02691  -0.848
H -4.13214 3.50318 -2.22264  0.347
C 0.18272 -4.58583 -3.79617  -1.640

Cartesian forces (eV/Å) of the 6 atoms listed first:
0.0 0.0 0.0
0.0 0.0 0.0
0.0 0.0 0.0
0.0 0.0 0.0
0.0 0.0 0.1
0.0 0.0 0.0

(3)
Density functional theory data (ωB97M-V/def2-TZVPD) for a structure of composition C32H41Cl2F5O27 at a distorted geometry.

## Properties
- max |F| (eV/Å) = 8.27
- E_LUMO (eV) = 0.07
- energy relative to the best compared isomer or geometry (same formula, charge and spin) (kcal/mol) = 62.1
- charge = 0

Last column: Mulliken charge in e.
Element x y z (Å)
O 9.48545 -5.15803 10.69414  -0.554
H 7.84612 -14.67178 13.13634  0.350
H 6.66661 -7.94417 11.48822  0.173
O 10.88569 -11.18996 13.69975  -0.216
F 15.88248 -7.95026 14.80955  -0.213
H 13.76366 -12.25599 12.25778  0.042
O 12.27664 -6.71531 17.03191  -0.437
C 6.79320 -6.11820 12.56472  -0.528
H 15.54604 -11.08780 6.55503  0.298
H 13.94364 -4.16231 11.37543  0.040
H 9.87824 -9.87838 17.18653  0.525
C 15.84115 -4.37554 12.29958  0.452
O 12.49356 -1.21340 12.66870  -0.390
F 10.46212 -12.67494 15.91357  -0.259
H 6.73008 -6.05610 13.65279  0.306
C 14.77743 -9.72743 8.86231  0.394
C 8.87809 -14.93424 12.89587  -1.393
H 16.31869 -5.87101 16.26250  0.165
O 9.73030 -13.06141 14.16431  -0.359
H 13.90037 -4.80582 15.66742  -0.757
H 12.33440 -9.19557 14.00791  -0.109
C 16.83839 -7.87611 13.82210  1.390
C 14.71648 -12.30608 12.77416  0.933
C 15.62648 -5.33454 16.90596  -1.887
H 8.50849 -8.14414 13.87296  0.229
O 11.38336 -5.26183 18.50050  -0.630
H 13.27549 -6.89353 15.25125  -0.635
H 9.07147 -14.29126 12.03076  0.342
O 11.22710 -2.34871 11.23443  -0.279
C 10.37971 -10.28210 16.30909  -0.323
H 15.24891 -4.32325 10.22927  0.495
C 11.10072 -11.64365 16.52664  0.070
H 17.23565 -2.73471 12.60117  0.296
O 19.45587 -9.95687 14.48551  -0.553
H 15.81324 -2.23694 11.70384  0.383
C 16.15797 -2.87398 12.51892  -0.761
O 12.24748 -5.45810 14.14804  -0.476
H 11.43554 -15.11788 12.52936  0.332
C 14.16554 -5.43640 16.52055  2.417
H 11.62594 -2.06315 14.42395  0.427
O 15.05192 -8.71876 8.02810  -0.297
H 10.41187 -3.66998 12.56566  -0.161
H 10.74907 -8.89141 12.16215  0.250
C 7.42725 -7.46270 12.11574  0.472
C 12.45422 -10.11733 15.49572  -0.133
H 15.59441 -9.29607 12.76556  -1.295
O 8.62214 -7.04794 11.49639  -0.234
C 14.71683 -9.07103 6.70872  0.248
C 11.37037 -14.54750 13.46123  -0.711
H 11.82733 -7.96610 11.20291  0.255
O 14.87702 -9.68859 10.04404  -0.201
O 15.48127 -2.54848 13.72332  -0.418
Cl 15.97484 -12.47183 11.54712  -0.181
C 9.88458 -14.47858 13.92751  0.351
F 9.70429 -1.79516 12.85354  -0.363
H 9.86513 -14.98448 14.89211  0.332
H 12.66840 -3.10265 13.37824  -0.622
H 15.99505 -4.32291 17.05925  0.365
O 13.39588 -4.90590 17.58521  -0.498
H 5.78325 -6.05233 12.16428  0.316
H 16.81274 -4.84164 12.12449  0.380
H 8.91226 -15.99918 12.68374  0.374
H 6.85989 -8.84090 13.66203  0.502
H 14.61971 -5.76629 11.10559  0.074
O 12.72365 -0.83817 10.47006  -0.577
H 9.60822 -10.42432 15.54207  0.046
H 16.69205 -6.90944 13.34464  -0.545
C 11.92030 -2.31537 13.41109  0.510
H 11.16464 -11.91378 17.58280  0.285
H 16.97489 -8.71344 11.83763  0.181
C 12.68319 -8.63888 13.13536  0.471
H 14.87260 -11.36755 13.29504  -0.551
O 7.67151 -5.13481 12.03009  -0.332
O 11.36249 -9.43183 15.79641  -0.136
Cl 14.63545 -13.67730 13.90096  -0.235
O 15.20602 -4.74054 13.52378  0.303
O 11.16432 -6.98385 12.91443  -0.127
C 12.26029 -5.59650 17.77536  0.545
C 12.21508 -6.51633 13.61672  -0.327
H 14.15184 -7.64175 16.68967  0.512
C 16.63979 -9.01928 12.83279  1.439
C 7.76911 -8.50462 13.15832  -1.313
F 13.52096 -8.49961 6.40372  -0.282
H 15.72490 -5.85436 17.86620  0.512
C 10.73618 -2.63253 12.53240  0.799
O 14.25740 -10.76477 8.17145  -0.282
H 8.14629 -9.39215 12.64788  0.312
O 11.72897 -13.21508 13.26716  -0.127
H 15.51394 -8.74461 6.04256  0.285
O 13.24888 -7.39104 13.56280  0.607
C 12.14670 -1.37898 11.36762  0.604
H 11.94577 -15.13325 14.17729  0.331
H 13.84048 -10.99079 6.14613  0.292
C 13.52070 -6.84764 16.30474  0.374
C 10.76024 -12.38446 13.65293  0.407
O 18.07316 -8.16634 14.42332  -0.417
C 14.86967 -4.70961 11.17661  -1.001
O 17.56048 -9.98757 13.29457  -0.356
O 12.33837 -11.40828 15.83200  -0.333
C 11.56904 -8.17892 12.24387  -0.369
C 14.94512 -3.66748 14.27549  0.241
C 14.60596 -10.59303 6.80915  -0.398
C 8.65252 -5.72850 11.33538  0.748
C 18.45658 -9.42594 14.12569  0.560
F 13.65060 -9.31848 12.46742  -0.113
O 14.33607 -3.69638 15.29551  -0.360
O 13.42077 -9.64622 14.96638  -0.289

Cartesian forces (eV/Å) of the 6 atoms listed first:
-0.4 -0.1 0.4
0.1 -0.2 0.5
0.7 0.1 -0.9
-0.5 -0.3 -1.0
0.1 0.1 0.1
0.0 -0.1 0.0

(4)
Density functional theory data (ωB97M-V/def2-TZVPD) for a cluster of 2 separate species, C25H35N5O3 in total at a distorted geometry.

## Properties
- max |F| (eV/Å) = 1.72
- E_LUMO (eV) = 0.57
- SMILES string = CNC(=O)[C@H](Cc1ccccc1)NC(C)=O.O=C(NCc1cccnc1)NC1CCCCC1
- energy relative to the best compared isomer or geometry (same formula, charge and spin) (kcal/mol) = 39.1
- charge = 0

Last column: Mulliken charge in e.
Element x y z (Å)
C 2.26487 -0.18134 0.78745  -0.647
C 3.47104 4.95463 -0.46363  -0.319
C -3.93392 -6.63830 3.96677  -0.192
H -1.55177 5.20474 -1.86596  0.302
H 2.88419 8.24287 0.26341  0.387
H 2.02877 -3.64281 0.68469  0.312
H -1.14965 -0.77370 1.00622  0.373
H 1.99082 -2.62522 2.13113  0.301
C -1.49165 -4.12800 1.14941  0.561
C 2.92786 3.61482 -2.55900  -1.788
H 0.13868 3.26161 -0.44951  0.195
C -1.53287 4.35836 -1.17622  -1.032
H 2.11376 -0.71073 -4.64207  0.379
O -0.01434 3.88979 -3.51691  -0.723
H 0.57454 0.05540 -0.51686  -0.081
H 2.53554 1.67406 -4.05898  0.324
H -1.67596 4.72251 -0.15858  0.378
H 3.83899 3.06393 -2.32161  0.653
H 1.87709 8.15387 -2.00970  0.387
H 0.95947 0.22891 -5.62609  0.355
C 2.32136 7.26759 -1.57915  -0.743
O -1.73191 -4.20830 -0.04248  -0.685
C -3.33813 -5.70267 1.69896  -0.851
C 2.88831 7.31644 -0.29430  -0.409
C 2.33064 6.06424 -2.30592  -0.220
H 1.88653 6.03056 -3.29188  0.415
H 2.98214 3.88858 -3.61439  0.548
H 3.69823 -1.78282 0.57948  0.386
O -0.07949 0.51517 -2.80483  -0.649
C -5.82718 -6.00530 5.12513  -0.245
H -2.99168 -6.70000 1.40516  0.301
H -2.34517 3.67746 -1.43697  0.313
H -3.02782 -7.23472 3.91459  0.379
N -4.70373 -6.73795 5.06358  -0.614
C -4.24497 -5.78820 2.89498  0.388
H 0.06344 -2.50106 -0.24123  0.262
C 0.88896 0.65371 -3.53719  0.724
C -5.41091 -5.02282 2.96170  -0.355
H 3.89977 6.20039 1.25080  0.380
H -2.08764 -4.62601 3.04017  0.312
C 1.72109 2.67857 -2.36636  1.671
N -2.20676 -4.86510 2.06258  -0.170
C -6.21082 -5.14231 4.09550  -0.353
C 2.90527 4.90311 -1.75237  0.294
C 3.46156 6.16007 0.26339  -0.630
H -0.36325 -3.30090 2.63832  0.300
H -5.69112 -4.35188 2.15273  0.384
C 0.28143 -2.38071 0.82817  -0.008
H -7.12650 -4.56824 4.18884  0.360
H 1.79055 2.22213 -1.37936  -0.486
C 1.77462 -2.64555 1.05805  -0.825
C 2.64374 -1.59935 0.35011  -0.613
N -0.25627 3.65777 -1.28649  0.019
H 0.51889 1.08500 0.91559  0.246
C 1.10658 -0.30208 -4.68735  -1.418
H -6.45780 -6.08643 6.00550  0.335
C 0.39132 3.45356 -2.44061  -0.027
N -0.48997 -3.31996 1.63354  -0.187
H 0.01582 -0.85410 2.33566  0.355
C 0.77659 0.08521 0.55310  0.288
H 2.49369 -0.05437 1.85055  0.357
H -3.88360 -5.27770 0.84711  0.409
C -0.09865 -0.95804 1.25196  -1.227
H 2.86113 0.54612 0.22790  0.205
H 2.51672 -1.69228 -0.73370  0.267
H 0.38070 -1.11131 -4.61063  0.343
H 3.92199 4.07224 -0.03288  0.398
N 1.79683 1.61687 -3.37903  -0.049

Cartesian forces (eV/Å) of the 6 atoms listed first:
-0.1 -0.1 -0.2
-0.5 1.0 -0.3
-1.0 0.7 0.1
0.1 -0.1 0.1
0.0 0.0 0.0
-0.1 0.0 0.1

Question: Which of these has the highest max |F|?
Answer: C32H41Cl2F5O27